# 1
ORCA calculation (ωB97M-V with the def2-TZVPD basis set) on an isolated ion of composition C4H12NOSi and charge -1.

Geometry (Å):
C  -0.811  -1.120  1.963
C  -0.126  -1.301  -2.398
C  1.379  0.452  0.198
C  -1.346  1.582  0.954
N  -0.639  -1.330  -1.136
O  -1.663  -0.172  -1.062
Si  -0.522  -0.081  0.229
H  0.182  -0.967  2.486
H  -1.532  -0.623  2.619
H  -0.927  -2.126  1.676
H  0.261  -0.322  -2.754
H  0.791  -1.950  -2.283
H  -0.726  -1.826  -3.218
H  1.594  1.491  0.243
H  1.594  0.207  1.262
H  2.028  -0.069  -0.490
H  -0.941  2.488  0.471
H  -2.401  1.809  1.026
H  -1.031  1.604  2.095

Computed properties:
- LUMO level: 4.213 eV
- Energy relative to the best compared isomer or geometry (same formula, charge and spin): 1.976 eV
- Total energy: -579.05644 a.u.
- F_max: 3.45 eV/Å
- HOMO energy: -3.0 eV
- Spin multiplicity: 1
- HOMO-LUMO gap: 7.184 eV
- Charge: -1

# 2
ORCA calculation (ωB97M-V with the def2-TZVPD basis set) on C29H57N3O8P2S2Si2V as an isolated structure.

Geometry (Å):
V  -0.435  -0.973  -0.372
C  -3.927  0.052  2.670
C  -4.381  1.354  2.062
C  -3.863  2.599  2.741
O  -4.058  1.407  0.621
P  -2.908  1.367  -0.395
O  -2.191  0.042  -0.514
C  -1.661  2.642  -0.019
P  -0.173  1.948  0.703
O  0.325  0.871  -0.245
O  0.852  3.064  0.996
C  1.289  4.160  0.080
C  1.926  3.571  -1.155
C  2.221  5.015  0.899
O  -0.576  1.320  2.063
C  0.211  1.197  3.339
C  1.638  0.813  3.047
C  0.068  2.469  4.136
O  -3.672  1.785  -1.662
C  -3.461  1.899  -3.114
C  -3.081  0.555  -3.683
C  -2.474  3.000  -3.422
H  -4.232  0.030  3.718
H  -2.846  -0.060  2.622
H  -4.400  -0.792  2.170
H  -5.467  1.384  2.037
H  -2.777  2.597  2.813
H  -4.259  2.638  3.757
H  -4.200  3.496  2.220
H  -2.094  3.413  0.619
H  -1.372  3.115  -0.963
H  0.378  4.710  -0.161
H  2.790  2.962  -0.885
H  2.268  4.382  -1.799
H  1.231  2.955  -1.732
H  3.117  4.452  1.167
H  1.734  5.372  1.806
H  2.524  5.881  0.310
H  -0.309  0.374  3.823
H  2.231  1.669  2.722
H  1.692  0.024  2.298
H  2.083  0.417  3.959
H  0.480  3.318  3.588
H  0.632  2.367  5.064
H  -0.969  2.666  4.398
H  -4.454  2.182  -3.449
H  -2.070  0.280  -3.377
H  -3.084  0.625  -4.771
H  -3.786  -0.221  -3.385
H  -1.448  2.700  -3.194
H  -2.727  3.919  -2.890
H  -2.516  3.221  -4.490
C  -2.693  -3.233  -2.188
Si  -0.866  -3.271  -2.624
C  0.036  -4.685  -1.829
C  -0.742  -3.381  -4.484
C  -0.149  -1.522  -2.126
Si  1.494  -0.769  -2.911
C  2.292  -2.014  -4.038
C  2.854  -0.188  -1.784
C  0.819  0.687  -3.871
H  -2.944  -4.005  -1.456
H  -3.282  -3.432  -3.087
H  -3.032  -2.273  -1.792
H  -0.529  -5.599  -2.036
H  0.159  -4.622  -0.748
H  1.032  -4.808  -2.261
H  -1.504  -4.092  -4.819
H  0.222  -3.754  -4.822
H  -0.948  -2.431  -4.985
H  -0.964  -0.844  -2.463
H  2.572  -2.932  -3.515
H  3.218  -1.553  -4.400
H  1.692  -2.262  -4.910
H  3.356  -1.033  -1.329
H  2.573  0.541  -1.026
H  3.568  0.287  -2.469
H  0.153  0.373  -4.679
H  1.644  1.247  -4.322
H  0.268  1.372  -3.220
N  5.499  -0.281  4.844
C  4.738  -0.919  3.910
C  3.737  -1.825  4.300
C  2.955  -2.452  3.358
C  3.137  -2.177  2.002
C  4.134  -1.290  1.599
C  4.920  -0.663  2.539
S  2.203  -3.059  0.832
O  2.828  -2.983  -0.451
O  1.845  -4.322  1.413
N  0.722  -2.284  0.660
C  -0.397  -2.917  1.119
S  -0.756  -4.195  2.187
C  -2.453  -3.845  1.983
C  -2.655  -2.831  1.127
N  -1.472  -2.319  0.621
H  5.505  -0.627  5.788
H  6.340  0.186  4.552
H  3.604  -2.057  5.351
H  2.220  -3.184  3.667
H  4.316  -1.118  0.547
H  5.708  0.009  2.220
H  -3.197  -4.445  2.481
H  -3.598  -2.443  0.777

Computed properties:
- LUMO level (alpha / beta): -6.190 / -5.577 eV
- Energy relative to the best compared isomer or geometry (same formula, charge and spin): 0.000 eV
- Total energy: -4907.31495 a.u.
- F_max: 0.83 eV/Å
- HOMO energy (alpha / beta): -12.7 / -12.8 eV
- Spin multiplicity: 2
- HOMO-LUMO gap (alpha / beta): 6.553 / 7.175 eV
- Charge: +2

# 3
ORCA calculation (ωB97M-V with the def2-TZVPD basis set) on a 2-piece molecular cluster, C4H12BNS overall.

Geometry (Å):
C  0.634  0.613  1.398
N  -0.311  1.105  2.105
C  -0.626  0.704  3.445
H  1.043  1.196  0.587
H  1.323  -0.229  1.583
H  -0.262  1.413  4.144
H  -1.693  0.545  3.456
H  -0.258  -0.307  3.700
C  -1.372  -0.795  -0.541
B  -0.095  -0.112  -1.066
S  0.683  0.684  -2.440
C  1.373  -0.527  -3.610
H  -1.828  -1.724  -0.859
H  -2.215  0.040  -0.818
H  -1.217  -0.772  0.488
H  0.209  0.646  -0.266
H  2.422  -0.738  -3.258
H  1.343  -0.244  -4.537
H  0.847  -1.498  -3.511

Computed properties:
- LUMO level: 0.086 eV
- Energy relative to the best compared isomer or geometry (same formula, charge and spin): 3.682 eV
- Total energy: -637.24749 a.u.
- F_max: 6.52 eV/Å
- HOMO energy: -8.5 eV
- Structure (SMILES): C=NC.CBSC
- Spin multiplicity: 1
- HOMO-LUMO gap: 8.562 eV

# 4
ORCA calculation (ωB97M-V with the def2-TZVPD basis set) on a 8-piece molecular cluster, C22H44F3IN3O10S overall.

Geometry (Å):
O  3.195  -1.661  2.708
S  3.850  -0.491  2.222
O  4.459  0.368  3.188
C  2.795  0.539  1.222
C  3.297  1.244  0.172
C  2.469  2.123  -0.554
I  3.161  3.316  -2.120
N  1.208  2.264  -0.247
N  0.771  1.555  0.785
C  1.426  0.702  1.547
C  0.759  0.023  2.678
C  -0.775  0.103  2.662
C  -1.408  -0.490  1.396
N  -2.725  0.123  1.129
C  -3.819  -0.838  1.383
C  -5.183  -0.208  1.350
C  -5.409  1.155  1.542
C  -6.699  1.672  1.470
C  -7.778  0.822  1.232
C  -7.579  -0.545  1.067
C  -6.286  -1.046  1.119
O  -6.075  -2.407  0.917
C  5.232  -1.113  1.145
F  5.892  -0.136  0.564
F  4.769  -1.970  0.253
F  6.022  -1.740  1.977
H  4.332  1.165  -0.117
H  -0.210  1.705  1.007
H  1.047  -1.018  2.723
H  1.094  0.519  3.593
H  -1.129  -0.508  3.484
H  -1.083  1.139  2.814
H  -0.800  -0.299  0.513
H  -1.497  -1.567  1.467
H  -2.844  0.930  1.726
H  -3.760  -1.587  0.602
H  -3.641  -1.322  2.352
H  -4.582  1.811  1.743
H  -6.854  2.731  1.593
H  -8.779  1.217  1.169
H  -8.396  -1.226  0.901
H  -5.968  -2.825  1.777
C  -3.934  4.597  -0.034
O  -4.127  4.062  1.276
H  -4.736  4.219  -0.661
H  -3.976  5.688  -0.020
H  -2.976  4.275  -0.452
H  -3.422  4.399  1.837
C  7.491  -2.819  -2.471
O  6.449  -1.839  -2.452
H  8.002  -2.737  -3.425
H  8.209  -2.638  -1.667
H  7.080  -3.825  -2.372
H  6.001  -1.917  -1.610
C  3.253  -0.866  -3.216
O  4.001  0.241  -2.708
H  2.216  -0.752  -2.910
H  3.292  -0.890  -4.307
H  3.648  -1.805  -2.820
H  4.915  0.127  -2.998
C  -0.778  -0.507  -3.332
O  0.081  -1.647  -3.195
H  -0.507  0.215  -2.563
H  -0.645  -0.055  -4.314
H  -1.821  -0.797  -3.196
H  -0.177  -2.267  -3.885
C  1.108  0.490  -7.341
O  0.365  -0.230  -6.357
H  0.395  0.935  -8.029
H  1.701  1.283  -6.880
H  1.769  -0.178  -7.897
H  0.999  -0.626  -5.751
C  -0.810  -3.752  -0.678
O  -0.026  -2.608  -0.344
H  -1.822  -3.575  -0.322
H  -0.835  -3.898  -1.759
H  -0.416  -4.651  -0.199
H  0.866  -2.770  -0.664
C  1.427  2.335  6.635
O  0.173  1.989  6.042
H  1.838  3.168  6.072
H  1.294  2.642  7.674
H  2.127  1.497  6.593
H  -0.191  1.257  6.547

Computed properties:
- LUMO level: -4.839 eV
- Total energy: -2776.38537 a.u.
- F_max: 1.90 eV/Å
- HOMO energy: -10.5 eV
- Spin multiplicity: 1
- HOMO-LUMO gap: 5.661 eV
- Charge: +1

# 5
ORCA calculation (ωB97M-V with the def2-TZVPD basis set) on a 2-piece molecular cluster, C4H12NO2 overall.

Geometry (Å):
C  -0.566  1.192  -1.150
C  0.843  1.876  -0.695
N  1.258  1.489  0.647
C  1.496  0.154  1.138
C  0.154  -0.529  1.729
O  -0.935  0.341  1.546
H  -0.866  1.515  -2.197
H  -0.590  0.159  -1.295
H  -1.317  1.465  -0.414
H  0.395  2.964  -0.597
H  1.540  1.711  -1.574
H  0.508  1.934  1.263
H  1.746  -0.455  0.283
H  2.478  0.313  1.742
H  0.306  -0.621  2.817
H  0.075  -1.564  1.292
H  -1.896  -3.370  -1.892
H  -2.154  -4.406  -0.869
O  -2.474  -4.169  -1.774

Computed properties:
- LUMO level: 3.472 eV
- Energy relative to the best compared isomer or geometry (same formula, charge and spin): 2.635 eV
- Total energy: -364.75866 a.u.
- F_max: 3.51 eV/Å
- HOMO energy: -2.5 eV
- Spin multiplicity: 1
- HOMO-LUMO gap: 5.982 eV
- Charge: -1

# 6
ORCA calculation (ωB97M-V with the def2-TZVPD basis set) on C13H24N4NaOS as an isolated structure.

Geometry (Å):
Na  -0.039  -0.751  -0.344
C  2.343  -0.557  1.211
C  2.640  0.612  0.254
N  1.857  0.596  -1.004
C  1.265  1.881  -1.450
C  -0.263  1.921  -1.462
C  -1.005  2.634  -2.389
C  -2.392  2.592  -2.282
C  -2.997  1.830  -1.293
C  -2.179  1.139  -0.407
C  -2.729  0.165  0.654
N  -1.790  -0.173  1.715
C  -1.254  -1.523  1.896
C  0.233  -1.491  2.363
N  0.963  -0.445  1.653
N  -0.862  1.237  -0.494
H  3.085  -0.544  2.020
H  2.476  -1.512  0.688
H  3.713  0.632  0.045
H  2.413  1.541  0.783
H  2.441  0.243  -1.748
H  1.625  2.121  -2.452
H  1.617  2.689  -0.802
H  -0.522  3.199  -3.175
H  -3.002  3.142  -2.986
H  -4.075  1.768  -1.219
H  -3.057  -0.742  0.130
H  -3.641  0.598  1.070
H  -2.044  0.249  2.593
H  -1.335  -2.067  0.945
H  -1.854  -2.116  2.594
H  0.697  -2.460  2.167
H  0.268  -1.351  3.449
H  0.787  0.458  2.070
C  -0.823  -3.598  -3.970
S  0.267  -2.611  -2.963
C  1.103  -3.947  -2.126
O  -0.623  -1.963  -1.928
H  -1.448  -4.207  -3.317
H  -0.227  -4.218  -4.639
H  -1.437  -2.916  -4.553
H  1.714  -4.488  -2.849
H  0.380  -4.610  -1.652
H  1.759  -3.506  -1.376

Computed properties:
- LUMO level: -2.184 eV
- Total energy: -1364.32840 a.u.
- F_max: 0.73 eV/Å
- HOMO energy: -11.7 eV
- Spin multiplicity: 1
- HOMO-LUMO gap: 9.548 eV
- Charge: +1

# 7
ORCA calculation (ωB97M-V with the def2-TZVPD basis set) on a 4-piece molecular cluster, C28H60ClO10P2S overall.

Geometry (Å):
C  2.014  4.848  -1.498
C  1.813  3.624  -2.573
O  0.546  3.696  -3.350
C  -0.626  3.790  -2.471
C  -1.950  2.971  -2.941
C  -1.703  1.571  -3.754
C  -0.483  0.623  -3.222
C  -0.825  -0.850  -2.650
P  -0.658  -1.174  -0.752
C  -0.339  -2.997  -1.340
C  -0.520  -4.191  -0.277
C  1.197  -0.847  -0.950
C  2.019  0.179  -0.031
C  3.653  0.276  -0.398
C  4.311  -0.971  -1.172
S  4.276  -0.839  -3.079
O  3.796  0.557  -3.572
O  3.289  -1.884  -3.666
Cl  6.193  -1.127  -3.873
C  -1.102  0.633  -0.267
C  -1.416  1.046  1.250
C  -0.094  1.535  2.170
O  -2.431  0.338  2.041
C  -2.441  -1.738  -0.523
C  -3.708  -0.803  -1.337
C  -4.563  0.297  -0.290
O  -5.165  -1.131  -0.849
P  -0.170  -1.779  1.304
O  -1.371  -2.464  2.243
O  1.310  -2.389  1.713
H  1.286  5.757  -1.678
H  3.150  5.193  -1.371
H  1.717  4.417  -0.425
H  1.948  2.582  -2.008
H  2.701  3.725  -3.358
H  -0.414  3.488  -1.341
H  -0.925  4.942  -2.428
H  -2.686  2.856  -2.008
H  -2.542  3.687  -3.692
H  -1.483  1.937  -4.874
H  -2.751  1.045  -3.851
H  0.130  0.423  -4.239
H  0.357  1.207  -2.604
H  -1.770  -1.377  -3.156
H  0.010  -1.567  -3.138
H  -1.114  -3.222  -2.227
H  0.677  -3.181  -1.891
H  0.392  -4.452  0.414
H  -0.637  -5.181  -0.946
H  -1.541  -4.200  0.343
H  1.780  -1.870  -0.722
H  1.587  -0.627  -2.057
H  1.757  1.340  -0.144
H  2.025  0.013  1.131
H  3.900  1.257  -1.033
H  4.262  0.431  0.618
H  5.479  -0.972  -0.917
H  3.945  -2.054  -0.832
H  -0.285  1.446  -0.588
H  -1.991  1.098  -0.926
H  -1.945  2.129  1.137
H  0.457  0.654  2.689
H  0.546  2.192  1.449
H  -0.561  2.228  3.022
H  -2.994  0.969  2.593
H  -2.753  -2.783  -0.935
H  -2.935  -1.643  0.522
H  -3.548  -0.443  -2.528
H  -4.798  -0.051  0.805
H  -5.058  1.242  -0.819
H  -1.430  -1.983  3.125
H  1.816  -2.997  1.117
C  -3.695  -4.445  5.995
C  -3.604  -3.664  4.711
O  -3.079  -2.552  4.676
C  -4.179  -4.296  3.472
H  -3.240  -3.866  6.805
H  -4.743  -4.630  6.243
H  -3.156  -5.390  5.893
H  -5.249  -4.474  3.608
H  -3.661  -5.234  3.258
H  -4.042  -3.618  2.622
C  10.843  1.553  -2.985
C  9.529  2.015  -2.413
O  9.485  2.797  -1.465
C  8.272  1.483  -3.047
H  11.664  2.018  -2.429
H  10.928  0.468  -2.892
H  10.917  1.852  -4.034
H  8.242  0.394  -2.956
H  8.232  1.778  -4.098
H  7.401  1.901  -2.531
C  -6.948  1.239  5.316
C  -5.633  0.780  4.746
O  -5.401  0.849  3.540
C  -4.613  0.233  5.708
H  -7.586  1.609  4.506
H  -7.454  0.402  5.805
H  -6.781  2.051  6.029
H  -5.014  -0.649  6.213
H  -4.342  1.000  6.438
H  -3.713  -0.059  5.155

Computed properties:
- LUMO level: 1.031 eV
- Total energy: -3395.72340 a.u.
- F_max: 8.38 eV/Å
- HOMO energy: -2.5 eV
- Spin multiplicity: 1
- HOMO-LUMO gap: 3.518 eV
- Charge: -1

# 8
ORCA calculation (ωB97M-V with the def2-TZVPD basis set) on an isolated molecule of C9H16N2.

Geometry (Å):
C  1.875  -2.254  0.253
C  -0.588  -0.367  -1.587
C  0.245  -1.651  -1.546
C  0.133  0.727  -0.784
C  0.550  -2.025  -0.121
C  0.538  0.213  0.576
C  -0.751  1.979  -0.700
C  1.908  0.580  1.051
C  -0.507  0.156  1.650
N  2.971  -2.353  0.599
N  -0.444  -2.726  0.570
H  -0.736  -0.046  -2.619
H  -1.574  -0.548  -1.153
H  -0.303  -2.464  -2.032
H  1.182  -1.495  -2.086
H  1.046  0.994  -1.329
H  -1.706  1.753  -0.231
H  -0.945  2.363  -1.699
H  -0.257  2.757  -0.123
H  2.644  0.475  0.256
H  2.221  -0.049  1.883
H  1.922  1.621  1.392
H  -0.614  1.137  2.124
H  -0.217  -0.550  2.433
H  -1.482  -0.135  1.255
H  -0.270  -2.845  1.559
H  -1.378  -2.382  0.388

Computed properties:
- LUMO level: 0.716 eV
- Energy relative to the best compared isomer or geometry (same formula, charge and spin): 1.671 eV
- Total energy: -461.98134 a.u.
- F_max: 3.12 eV/Å
- HOMO energy: -7.4 eV
- Spin multiplicity: 1
- HOMO-LUMO gap: 8.080 eV

# 9
ORCA calculation (ωB97M-V with the def2-TZVPD basis set) on an isolated molecule of C3H4FO5P.

Geometry (Å):
O  3.132  0.973  0.243
C  2.097  0.586  -0.002
O  1.696  -0.075  -1.051
C  0.463  -0.785  -0.717
C  0.145  -0.279  0.678
F  0.123  -1.210  1.626
P  -1.546  0.599  0.739
O  -2.574  -0.662  0.527
O  -1.531  1.473  -0.646
O  1.017  0.763  0.887
H  0.736  -1.824  -0.784
H  -0.252  -0.477  -1.459
H  -2.083  -1.475  0.343
H  -1.422  2.393  -0.383

Computed properties:
- LUMO level: 0.431 eV
- Total energy: -934.16869 a.u.
- F_max: 5.60 eV/Å
- HOMO energy: -9.3 eV
- Structure (SMILES): O=C1OC[C@](F)(P(O)O)O1
- Spin multiplicity: 1
- HOMO-LUMO gap: 9.735 eV

# 10
ORCA calculation (ωB97M-V with the def2-TZVPD basis set) on a 2-piece molecular cluster, CH3NO overall.

Geometry (Å):
C  0.147  1.213  -0.668
N  0.077  -1.142  1.037
O  -0.665  1.913  -0.157
H  0.819  0.880  -1.389
H  -0.849  -1.022  0.738
H  0.471  -1.843  0.439

Computed properties:
- LUMO level (alpha / beta): 0.571 / -0.232 eV
- Energy relative to the best compared isomer or geometry (same formula, charge and spin): 5.076 eV
- Total energy: -169.72106 a.u.
- F_max: 5.02 eV/Å
- HOMO energy (alpha / beta): -10.4 / -7.6 eV
- Spin multiplicity: 1
- HOMO-LUMO gap (alpha / beta): 10.994 / 7.346 eV